[1]
12
Properties=species:S:1:pos:R:3 method="wB97M-V/def2-TZVPD" smiles="NC(=O)N1CC1" max_force_ev_per_a=0.31 energy_ha=-302.63617 relative_energy_kj_mol=149.5 lumo_ev=0.8617 gap_ha=0.3799
N -0.95 1.05 -1.50
C -0.30 1.21 -0.29
O -0.14 2.29 0.25
N 0.14 0.04 0.25
C 0.71 -0.54 1.39
C 0.20 -1.37 0.22
H -0.83 0.18 -2.00
H -0.95 1.87 -2.08
H 1.79 -0.42 1.52
H 0.14 -0.55 2.32
H 0.92 -1.83 -0.45
H -0.72 -1.93 0.36



[2]
11
Properties=species:S:1:pos:R:3 method="wB97M-V/def2-TZVPD" smiles="N=C=CCC=O" max_force_ev_per_a=4.09 energy_ha=-285.32576 relative_energy_kj_mol=233.2 lumo_ev=0.8354 gap_ha=0.3661
N 2.18 1.21 0.16
C 1.43 0.37 0.53
C 0.51 -0.55 0.70
C -0.37 -0.90 -0.49
C -1.32 0.17 -0.29
O -1.34 1.13 -1.00
H 1.44 2.02 0.02
H 0.28 -0.94 1.68
H -0.83 -1.87 -0.39
H 0.13 -0.83 -1.45
H -2.00 0.13 0.56



[3]
66
Properties=species:S:1:pos:R:3 method="wB97M-V/def2-TZVPD" total_charge=-1 max_force_ev_per_a=4.10 energy_ha=-2068.44093 lumo_ev=1.8850 gap_ha=0.2702
C 1.59 5.14 -2.11
C 1.69 3.79 -1.15
C 1.35 2.50 -2.16
Cl 2.01 0.90 -1.48
Nb -0.95 2.48 -2.35
O -3.08 2.59 -2.47
N -3.40 3.91 -2.31
O -3.59 4.14 -1.11
H 2.67 5.53 -2.37
H 1.04 4.96 -3.13
H 0.97 5.93 -1.49
H 0.87 3.91 -0.32
H 2.78 3.70 -0.73
H 1.90 2.73 -3.17
H -0.99 1.72 -0.70
H -0.92 0.82 -3.15
H -0.78 3.21 -4.01
H -0.99 4.17 -1.64
O 3.50 2.36 3.01
C 3.81 1.23 2.67
O 4.78 0.93 1.76
C 4.79 -0.47 1.54
C 4.15 -1.08 2.76
C 3.15 -0.03 3.16
H 4.23 -0.69 0.62
H 5.83 -0.82 1.40
H 3.70 -2.06 2.56
H 4.90 -1.20 3.55
H 2.20 -0.15 2.65
H 3.01 0.00 4.24
O 1.40 -2.74 2.05
C 1.71 -3.87 1.71
O 2.68 -4.17 0.80
C 2.69 -5.57 0.58
C 2.05 -6.18 1.80
C 1.05 -5.13 2.20
H 2.13 -5.79 -0.34
H 3.73 -5.92 0.44
H 1.60 -7.16 1.60
H 2.80 -6.30 2.59
H 0.10 -5.25 1.69
H 0.91 -5.10 3.28
O 2.56 -4.95 -4.01
C 1.66 -4.39 -3.41
O 0.96 -4.95 -2.38
C -0.08 -4.05 -1.98
C 0.37 -2.69 -2.45
C 1.15 -3.01 -3.70
H -1.01 -4.36 -2.46
H -0.20 -4.09 -0.90
H -0.46 -2.00 -2.61
H 1.04 -2.25 -1.70
H 0.50 -3.05 -4.58
H 1.97 -2.31 -3.85
O -5.23 2.24 3.26
C -6.04 2.85 2.58
O -7.31 2.42 2.33
C -7.93 3.32 1.41
C -7.17 4.61 1.54
C -5.77 4.14 1.86
H -7.87 2.89 0.40
H -8.99 3.44 1.68
H -7.22 5.23 0.64
H -7.56 5.19 2.38
H -5.19 3.93 0.96
H -5.25 4.85 2.51



[4]
39
Properties=species:S:1:pos:R:3 method="wB97M-V/def2-TZVPD" multiplicity=4 total_charge=+3 s_squared=3.806 max_force_ev_per_a=7.02 energy_ha=-2141.99736 relative_energy_kj_mol=167.6 lumo_ev="-14.2289 / -15.0170" gap_ha="0.1837 / 0.1417"
C -0.54 -0.18 -4.41
C 0.06 0.23 -3.02
H -0.44 0.47 -5.31
H -1.62 -0.39 -4.33
H -0.06 -1.12 -4.66
O 0.93 1.07 -3.13
Cl -0.79 -3.60 -1.95
Re -0.49 -1.41 -1.09
P 1.63 -1.22 -0.63
C 2.53 0.27 -0.02
C 2.44 -2.45 0.50
H 2.31 -2.52 -2.56
H 3.70 -1.57 -1.88
H 2.45 -0.77 -2.89
C 2.63 -1.55 -2.15
H 1.87 -3.39 0.49
H 3.47 -2.64 0.17
H 3.61 0.16 -0.19
H 2.36 0.39 1.06
H 2.47 -2.07 1.53
H 2.18 1.18 -0.54
C -0.52 0.54 -0.78
O -0.47 1.70 -0.52
Cl -0.84 -3.01 0.80
N -3.69 1.78 4.54
C -3.22 1.68 3.25
O -3.55 2.47 2.36
C -2.21 0.58 3.04
C -1.59 -0.12 4.08
C -0.53 -0.97 3.76
C -0.11 -1.05 2.44
N -0.76 -0.44 1.43
C -1.79 0.36 1.70
H -4.47 2.42 4.67
H -3.68 0.98 5.17
H -1.91 0.02 5.13
H -0.02 -1.59 4.49
H 0.75 -1.66 2.20
H -2.30 0.88 0.88



[5]
17
Properties=species:S:1:pos:R:3 method="wB97M-V/def2-TZVPD" smiles="O=[N+]([O-])c1ccc2c(c1)nnn2O" max_force_ev_per_a=1.42 energy_ha=-675.61483 lumo_ev=-0.6795 gap_ha=0.3289
O -3.51 -1.36 0.00
N -3.06 -0.24 0.00
O -3.72 0.78 0.00
C -1.62 -0.10 0.00
C -1.08 1.20 0.00
C 0.28 1.40 0.00
C 1.07 0.26 0.00
C 0.53 -1.06 0.00
C -0.85 -1.25 0.00
N 1.57 -1.94 0.00
N 2.66 -1.28 0.00
N 2.40 0.02 0.00
O 3.41 0.94 0.00
H -1.76 2.03 0.00
H 0.71 2.39 0.00
H -1.29 -2.23 0.00
H 4.24 0.43 0.00



[6]
17
Properties=species:S:1:pos:R:3 method="wB97M-V/def2-TZVPD" total_charge=-1 smiles="CNC(=O)[C@@H](N)C[S-]" max_force_ev_per_a=2.34 energy_ha=-740.79002 relative_energy_kj_mol=89.2 lumo_ev=3.3533 gap_ha=0.2157
C -0.70 -1.85 -1.13
N -1.46 -0.62 -0.91
C -0.88 0.50 -0.27
O -1.52 1.53 -0.24
C 0.51 0.34 0.25
N 1.44 1.12 -0.57
C 0.51 0.83 1.72
S 2.14 0.63 2.52
H -0.80 -2.55 -0.30
H -1.17 -2.38 -1.97
H 0.35 -1.73 -1.37
H -2.46 -0.79 -0.94
H 0.88 -0.68 0.22
H 0.99 1.93 -1.00
H 2.18 1.55 -0.01
H 0.26 1.89 1.71
H -0.25 0.28 2.28



[7]
47
Properties=species:S:1:pos:R:3 method="wB97M-V/def2-TZVPD" smiles=CCCCNCO.O.O.O.O.O.O.O.O.O max_force_ev_per_a=3.41 energy_ha=-1016.18951 relative_energy_kj_mol=228.3 lumo_ev=0.1001 gap_ha=0.3426
C -2.37 -1.82 1.69
C -1.49 -2.73 0.81
C -1.61 -2.54 -0.70
C -1.86 -1.16 -1.34
N -0.69 -0.26 -1.56
C -1.11 0.85 -2.44
O -0.22 1.96 -2.25
H -2.24 -2.24 2.69
H -3.40 -1.72 1.40
H -1.98 -0.83 1.79
H -0.47 -2.59 1.19
H -1.76 -3.74 1.21
H -2.23 -3.29 -1.22
H -0.67 -2.93 -1.07
H -2.26 -1.38 -2.35
H -2.73 -0.67 -0.91
H -0.24 0.07 -0.69
H -1.08 0.52 -3.46
H -2.06 1.22 -2.01
H 0.46 1.93 -1.54
O -1.68 3.06 -0.05
H -0.96 3.08 0.58
H -1.44 2.52 -0.81
O 1.63 2.24 -0.44
H 2.18 1.39 -0.52
H 2.11 2.74 -1.11
O 0.68 -0.11 0.88
H 0.59 -1.01 1.21
H -0.04 0.32 1.36
O 0.61 2.36 2.04
H 1.08 2.83 2.74
H 1.25 2.46 1.30
O 1.96 -0.91 -2.50
H 1.33 -0.23 -2.21
H 2.08 -0.59 -3.40
O 2.84 0.97 2.80
H 3.53 1.03 2.15
H 2.08 0.79 2.22
O 3.60 0.61 -0.58
H 3.85 0.02 -1.31
H 3.35 -0.26 -0.14
O -2.90 0.94 2.21
H -2.73 1.74 2.72
H -2.62 0.93 1.30
O 2.86 -1.94 -0.12
H 1.93 -1.83 -0.39
H 2.85 -1.77 0.84



[8]
13
Properties=species:S:1:pos:R:3 method="wB97M-V/def2-TZVPD" max_force_ev_per_a=0.43 energy_ha=-344.49340 relative_energy_kj_mol=284.9 lumo_ev=1.0250 gap_ha=0.3611
C -0.34 0.26 1.43
O -1.46 -0.09 0.61
C -0.96 -0.38 -0.67
C 0.13 0.49 -1.29
O 0.82 1.27 -0.33
C 0.89 0.09 0.52
C 0.46 -0.83 -0.64
H -0.36 -0.33 2.35
H -0.43 1.32 1.68
H -1.69 -0.84 -1.32
H 0.14 0.84 -2.32
H 1.87 -0.05 0.98
H 0.92 -1.74 -1.01



[9]
99
Properties=species:S:1:pos:R:3 method="wB97M-V/def2-TZVPD" smiles="Cc1ccccc1Cc1c(C[SH](=O)=O)c(-c2ccccn2)c(CCC(F)(F)C(F)(F)C(F)(F)C(F)(F)F)c2ncc(OCCNC[C@@H](C)O)nc12.O=S1(=O)CCCC1" max_force_ev_per_a=7.95 energy_ha=-3798.82294 lumo_ev=-1.4910 gap_ha=0.2453
C 4.79 -4.33 3.16
C 4.42 -4.63 1.58
C 5.36 -5.71 0.76
C 4.98 -5.98 -0.81
C 3.72 -5.17 -1.54
C 2.75 -4.09 -0.74
C 3.13 -3.85 0.87
C 2.27 -2.83 1.86
C 1.19 -1.88 1.00
C 1.72 -0.41 0.50
C 3.27 0.14 0.80
S 3.32 1.28 2.32
O 4.45 0.94 3.32
O 1.89 1.33 2.98
C 0.63 0.52 -0.32
C 1.20 2.02 -0.83
C 1.52 2.11 -2.40
C 2.03 3.52 -3.03
C 2.12 4.66 -1.87
C 1.78 4.27 -0.35
N 1.31 3.00 0.27
C -0.93 0.01 -0.60
C -1.92 1.05 -1.37
C -3.27 1.49 -0.54
C -3.01 2.40 0.79
F -3.64 1.65 1.94
F -1.56 2.53 1.18
C -3.60 3.92 0.77
F -2.46 4.80 0.32
F -4.67 4.16 -0.27
C -4.26 4.45 2.18
F -5.57 3.79 2.51
F -4.62 5.90 1.94
C -3.26 4.44 3.47
F -1.83 4.65 3.18
F -3.68 5.63 4.31
F -3.46 3.26 4.39
C -1.37 -1.52 -0.09
N -2.77 -1.95 -0.42
C -3.09 -3.34 0.06
C -2.00 -4.25 0.84
O -2.44 -5.63 1.23
C -2.66 -6.46 0.03
C -4.22 -6.55 -0.48
N -5.24 -6.66 0.63
C -6.20 -5.49 0.67
C -7.76 -5.88 0.98
C -7.97 -5.84 2.62
O -8.58 -4.78 0.39
N -0.59 -3.88 1.23
C -0.34 -2.49 0.72
H 3.82 -4.34 3.84
H 5.29 -3.28 3.31
H 5.51 -5.13 3.61
H 6.25 -6.23 1.36
H 5.63 -6.77 -1.39
H 3.56 -5.45 -2.69
H 1.83 -3.53 -1.26
H 3.05 -2.17 2.46
H 1.70 -3.48 2.65
H 3.64 0.75 -0.15
H 3.99 -0.78 0.97
H 3.52 2.59 1.79
H 1.39 1.17 -3.09
H 2.25 3.65 -4.18
H 2.45 5.76 -2.15
H 1.91 5.16 0.43
H -1.42 2.03 -1.76
H -2.32 0.48 -2.35
H -4.01 1.94 -1.33
H -3.78 0.47 -0.19
H -4.16 -3.77 -0.14
H -2.03 -6.02 -0.89
H -2.24 -7.55 0.20
H -4.39 -5.65 -1.22
H -4.30 -7.54 -1.13
H -5.84 -7.50 0.38
H -5.83 -4.74 1.52
H -6.21 -4.85 -0.33
H -8.06 -6.91 0.49
H -7.48 -6.80 3.07
H -9.12 -5.80 2.89
H -7.50 -4.86 3.07
H -8.77 -4.10 1.12
O 4.50 5.70 -3.84
S 5.67 6.55 -3.71
O 7.01 6.07 -4.00
C 5.39 8.05 -4.63
C 4.71 8.98 -3.63
C 5.47 8.80 -2.31
C 5.66 7.30 -2.09
H 4.77 7.84 -5.50
H 6.36 8.45 -4.93
H 4.72 10.02 -3.97
H 3.66 8.68 -3.49
H 6.46 9.28 -2.40
H 4.95 9.26 -1.47
H 6.60 7.08 -1.58
H 4.82 6.87 -1.53



[10]
16
Properties=species:S:1:pos:R:3 method="wB97M-V/def2-TZVPD" total_charge=-1 max_force_ev_per_a=0.53 energy_ha=-383.59769 relative_energy_kj_mol=23.2 lumo_ev=4.2783 gap_ha=0.3232
C -0.29 1.75 -0.52
C 0.81 1.85 -1.57
O 0.18 1.98 0.78
H -1.09 2.47 -0.74
H -0.73 0.75 -0.56
H 0.38 2.17 -2.53
H 0.32 1.10 1.19
H 1.30 0.88 -1.69
H 1.58 2.53 -1.24
C -0.67 -2.79 1.09
C 0.12 -1.48 0.88
O 0.97 -1.46 -0.02
O -0.24 -0.52 1.63
H -0.08 -3.66 0.85
H -1.49 -2.75 0.36
H -1.08 -2.82 2.09



[11]
78
Properties=species:S:1:pos:R:3 method="wB97M-V/def2-TZVPD" multiplicity=5 total_charge=+4 s_squared=6.023 max_force_ev_per_a=1.38 energy_ha=-3646.62060 relative_energy_kj_mol=75.1 lumo_ev="-9.5234 / -14.6299" gap_ha="0.2900 / 0.1644"
Pt -0.98 2.29 1.38
C -3.45 1.16 3.05
C -4.21 2.39 2.56
S -3.40 3.22 1.14
C -3.08 4.95 1.67
C -1.64 5.39 1.45
S -0.61 4.45 2.60
C 1.11 4.51 2.04
C 1.86 3.37 2.73
S 1.23 1.69 2.32
C 0.69 1.00 3.93
C -0.71 0.38 3.87
S -1.86 1.76 3.68
H -3.29 0.42 2.27
H -4.01 0.70 3.87
H -4.34 3.12 3.36
H -5.20 2.09 2.22
H -3.38 5.04 2.72
H -3.74 5.58 1.08
H -1.55 6.46 1.67
H -1.30 5.22 0.43
H 1.56 5.46 2.33
H 1.14 4.41 0.95
H 1.83 3.47 3.82
H 2.90 3.40 2.43
H 0.72 1.80 4.68
H 1.42 0.24 4.22
H -0.92 -0.14 4.80
H -0.82 -0.31 3.03
S -1.25 3.46 -3.18
C -2.23 2.12 -2.82
C -2.02 1.71 -1.55
N -1.08 2.45 -0.86
C -0.60 3.40 -1.62
H -2.93 1.72 -3.55
H -2.52 0.89 -1.05
H 0.16 4.10 -1.30
O 0.17 -0.70 -0.04
P 0.75 -1.73 -0.91
N 2.01 -2.60 -0.22
C 2.76 -3.71 -0.80
C 3.54 -4.29 0.38
C 3.87 -3.04 1.20
C 2.61 -2.18 1.07
N -0.41 -3.00 -1.30
C -1.33 -2.96 -2.43
C -2.21 -4.20 -2.25
C -2.25 -4.36 -0.73
C -0.83 -3.98 -0.31
N 1.31 -1.22 -2.35
C 1.95 -2.01 -3.42
C 2.03 -1.02 -4.58
C 2.36 0.29 -3.88
C 1.51 0.25 -2.60
H 3.46 -3.31 -1.55
H 2.10 -4.40 -1.33
H 4.43 -4.82 0.04
H 2.92 -4.99 0.94
H 4.73 -2.51 0.79
H 4.08 -3.28 2.24
H 2.78 -1.10 1.08
H 1.87 -2.40 1.86
H -0.79 -2.90 -3.37
H -1.91 -2.03 -2.34
H -1.73 -5.06 -2.72
H -3.19 -4.08 -2.69
H -2.51 -5.37 -0.41
H -2.97 -3.67 -0.28
H -0.15 -4.85 -0.39
H -0.70 -3.58 0.70
H 1.42 -2.94 -3.63
H 2.97 -2.27 -3.12
H 1.06 -0.96 -5.09
H 2.78 -1.32 -5.31
H 2.11 1.16 -4.48
H 3.42 0.34 -3.64
H 0.52 0.70 -2.75
H 1.97 0.74 -1.74



[12]
53
Properties=species:S:1:pos:R:3 method="wB97M-V/def2-TZVPD" multiplicity=2 total_charge=+1 s_squared=0.757 max_force_ev_per_a=1.06 energy_ha=-13928.80375 relative_energy_kj_mol=65.6 lumo_ev="-2.7943 / -3.8157" gap_ha="0.2539 / 0.2280"
Ir 0.04 -0.02 -0.01
C 0.26 3.01 -0.24
C 1.67 2.46 -0.16
N 1.70 1.18 0.60
C 1.81 1.27 2.07
C 0.49 1.64 2.74
S -0.91 0.66 2.08
C -2.05 1.98 1.48
C -2.05 2.13 -0.04
N -0.70 1.94 -0.61
H 0.23 3.82 -0.97
H -0.06 3.43 0.72
H 2.36 3.19 0.28
H 2.01 2.22 -1.16
H 2.52 0.67 0.26
H 2.59 1.98 2.36
H 2.10 0.28 2.41
H 0.25 2.70 2.66
H 0.57 1.41 3.80
H -1.79 2.89 2.02
H -3.04 1.69 1.81
H -2.47 3.10 -0.31
H -2.68 1.36 -0.47
H -0.78 1.89 -1.62
Se -1.86 -1.26 -0.98
P -2.28 -2.97 0.35
Se -0.91 -2.99 2.09
C -3.93 -2.75 1.08
C -4.13 -1.50 1.68
C -5.34 -1.18 2.25
C -6.38 -2.10 2.23
C -6.19 -3.34 1.65
C -4.97 -3.67 1.08
C -1.99 -4.48 -0.61
C -2.72 -5.66 -0.56
C -2.29 -6.77 -1.26
C -1.12 -6.73 -1.99
C -0.36 -5.57 -2.03
C -0.80 -4.45 -1.34
H -3.31 -0.79 1.70
H -5.49 -0.21 2.71
H -7.34 -1.85 2.68
H -6.99 -4.07 1.63
H -4.87 -4.64 0.62
H -3.62 -5.75 0.03
H -2.88 -7.68 -1.23
H -0.78 -7.61 -2.53
H 0.57 -5.53 -2.58
H -0.20 -3.54 -1.38
Se 0.97 -2.04 1.02
Se 3.61 -3.04 -1.22
Te 2.19 -2.27 -2.97
Se 1.10 -0.12 -2.23